DFT (ωB97M-V with the def2-TZVPD basis set) results for a cluster of 2 separate species, C2H10NS in total.

```
14
Properties=species:S:1:pos:R:3:forces:R:3:mulliken_spin:R:1
S 2.16177 -0.23081 0.93590 0.5 -0.1 0.3 1.034
H 1.60349 0.17260 2.10666 0.1 0.0 0.1 -0.014
H 3.29840 -0.68931 1.53261 0.1 0.0 0.0 -0.020
C -1.67916 -0.59864 -1.67717 0.5 -0.3 0.3 0.000
N -0.91331 0.36256 -0.79457 -0.2 0.1 0.1 -0.002
C -1.61829 0.65497 0.49673 -0.2 0.1 0.0 0.000
H -1.07943 -0.78949 -2.56261 -0.2 0.1 -0.1 0.000
H -1.79182 -1.52122 -1.11170 -0.1 0.0 -0.1 0.000
H -2.64988 -0.17240 -1.90975 0.1 0.1 0.0 0.000
H -0.78739 1.23719 -1.31018 0.1 0.0 0.0 0.000
H 0.02372 -0.00657 -0.58440 -0.6 0.1 -0.5 0.000
H -2.56836 1.12544 0.25514 0.0 0.0 0.0 0.000
H -1.03091 1.34596 1.09887 0.0 0.0 -0.1 0.000
H -1.80265 -0.27902 1.02304 0.0 0.0 0.0 0.001
```
Positions in Å, forces in eV/Å.

Computed properties:
LUMO (spin up / spin down) = -9.017 / -14.446 eV
Spin multiplicity = 2
HOMO (spin up / spin down) = -0.813 / -0.813 Eh
Charge = +2


DFT (ωB97M-V with the def2-TZVPD basis set) results for a cluster of 2 separate species, C8H22BNO3S in total at a distorted geometry.

```
36
Properties=species:S:1:pos:R:3:forces:R:3:nbo_charge:R:1
C -1.04837 0.71998 -2.91336 0.2 -0.7 -0.4 -0.429
N -1.39737 1.66566 -3.98045 0.0 0.5 0.7 -0.610
C -1.99934 2.89427 -3.43674 -0.5 -0.2 0.0 -0.593
B -3.53189 2.72276 -3.00582 0.9 -0.6 -0.3 0.463
S -4.74775 1.83098 -4.08814 -0.3 -0.2 0.6 -0.283
H -1.01322 -0.27837 -3.36353 0.1 0.0 0.2 0.198
H -0.05918 0.90514 -2.47588 -0.2 0.1 0.2 0.186
H -1.78862 0.66304 -2.11171 -0.1 0.3 -0.1 0.186
H -0.51258 1.95861 -4.36612 0.1 -0.1 -0.5 0.350
H -2.01728 3.63110 -4.25907 -0.2 0.0 0.1 0.240
H -1.38802 3.36121 -2.64433 -0.1 -0.2 0.0 0.184
H -3.88216 3.17170 -1.96059 -0.4 0.4 -0.3 -0.073
H -4.23227 0.57173 -4.13692 0.4 0.8 -0.2 0.179
C 2.96256 -3.25401 2.91020 -0.1 0.2 0.2 -0.249
O 2.46874 -1.93146 2.84473 -0.1 -0.2 -0.4 -0.548
C 3.21656 -1.09156 1.97901 -0.2 0.1 0.2 -0.093
C 2.31693 -0.13924 1.20963 0.1 0.1 -0.1 -0.082
O 1.53228 -0.74244 0.18699 0.0 0.0 0.1 -0.544
C 0.46293 -1.60012 0.56852 0.0 0.0 -0.1 -0.083
C -0.72453 -0.89701 1.20270 0.1 -0.2 0.2 -0.093
O -0.40885 -0.42978 2.50497 0.2 0.3 -0.2 -0.548
C -0.93946 0.84763 2.79012 0.0 -0.2 0.1 -0.250
H 3.86394 -3.29907 3.52939 0.1 -0.1 -0.1 0.169
H 2.18906 -3.87366 3.36263 0.0 0.1 0.1 0.192
H 3.17546 -3.64934 1.91171 0.1 0.0 0.0 0.165
H 3.80329 -1.68136 1.26766 0.0 -0.1 0.0 0.172
H 3.90479 -0.50280 2.59771 0.1 0.1 -0.2 0.175
H 2.96906 0.56256 0.68308 0.0 -0.1 -0.1 0.185
H 1.69919 0.45566 1.88146 0.0 -0.2 0.2 0.186
H 0.81919 -2.42188 1.18844 0.0 0.1 0.2 0.187
H 0.11617 -2.04855 -0.36655 0.0 0.1 0.0 0.185
H -1.55631 -1.60550 1.29637 0.0 0.0 -0.2 0.177
H -1.04321 -0.07293 0.55484 0.0 0.0 0.0 0.170
H -0.75459 1.54952 1.97044 0.0 0.0 0.0 0.164
H -0.44000 1.22341 3.68227 0.0 -0.1 0.0 0.193
H -2.01520 0.78410 2.98633 0.0 0.1 -0.1 0.169
```
Positions in Å, forces in eV/Å.

Computed properties:
LUMO = 0.068 eV
Spin multiplicity = 1
HOMO = -0.335 Eh


DFT (ωB97M-V with the def2-TZVPD basis set) results for a cluster of 12 separate species, C40H88F12N12O28S12 in total at a distorted geometry.

```
192
Properties=species:S:1:pos:R:3:forces:R:3:lowdin_charge:R:1
C -8.57293 10.66475 8.17346 -0.2 -0.4 0.6 0.055
C -9.92623 10.06308 8.42102 -0.2 0.0 -3.8 -0.378
O -10.61608 9.68918 7.48514 0.6 0.3 2.7 0.117
N -10.43590 10.06617 9.80502 -2.7 -1.3 -0.7 0.116
H -9.72974 9.62698 10.37821 1.3 -0.4 1.1 0.058
H -10.56046 11.01095 10.13968 0.2 0.5 0.1 0.189
C -11.76637 9.30915 9.99611 -0.2 0.6 0.8 0.042
H -7.93740 9.96054 7.63654 -0.1 -0.2 0.0 0.109
H -8.04330 10.94867 9.08285 0.0 0.3 -0.1 0.078
H -8.77002 11.46077 7.45539 0.3 0.3 0.2 0.114
H -11.84248 8.38569 9.42208 0.4 0.4 -0.2 0.096
H -12.59396 9.99929 9.83209 0.2 -0.1 -0.7 0.098
H -11.90620 9.07124 11.05059 0.7 -0.1 0.1 0.090
C -2.55502 -1.04183 5.38809 -0.8 1.3 -0.7 0.021
C -3.20986 -0.67807 6.68260 -0.9 -2.7 1.4 -0.334
O -3.95060 -1.44531 7.29246 1.9 3.2 -1.2 0.126
N -2.85951 0.74236 7.19790 -1.2 -2.7 2.5 0.099
H -1.88270 0.75500 7.45438 0.5 -0.4 0.7 0.175
H -2.83004 1.41363 6.44384 -1.0 1.2 -1.2 0.045
C -3.83329 1.15515 8.36852 1.3 0.5 -1.2 0.060
H -1.62565 -1.61123 5.37593 -0.1 0.1 0.5 0.108
H -2.44705 -0.07889 4.88889 0.6 -0.2 -0.5 0.069
H -3.31037 -1.55995 4.79725 0.1 -0.3 0.1 0.096
H -4.74029 1.34931 7.79604 -0.1 0.2 0.7 0.091
H -3.37499 2.03391 8.82220 -0.4 0.2 -0.3 0.082
H -3.91440 0.42311 9.17204 0.0 -0.4 -0.7 0.097
C -0.72170 5.57664 14.70882 1.0 0.3 -0.3 0.004
C -2.09006 5.10610 14.13011 -1.4 0.2 0.6 -0.380
C -2.98834 6.36347 14.19771 -1.3 -0.3 0.5 -0.154
C -2.80156 7.42720 13.13888 1.0 -0.4 0.3 -0.143
C -2.81585 6.75732 11.75939 -1.5 1.0 1.0 -0.132
C -1.82144 5.66866 11.45329 -1.0 -0.6 -0.5 -0.377
N -1.80612 4.75279 12.69343 3.1 -8.1 -0.9 0.145
O -1.41051 3.42810 12.48055 -2.6 8.7 1.5 0.125
C -0.43356 6.31465 11.11661 0.1 -0.9 0.4 0.034
C -2.44567 4.73832 10.33543 1.2 0.8 -1.1 -0.012
C -2.83787 3.93144 14.93433 1.2 0.2 -1.0 0.025
H -0.59894 6.64872 14.55496 -0.3 0.1 -0.1 0.081
H 0.17703 5.17625 14.23968 -0.2 -0.6 -0.1 0.089
H -0.59527 5.44741 15.78372 -0.6 -0.4 0.0 0.102
H -2.94213 6.68346 15.23865 0.7 0.5 0.0 0.133
H -4.04838 6.11009 14.21266 -0.1 -0.7 -0.7 0.111
H -1.88116 7.98484 13.31208 0.1 0.1 -0.1 0.109
H -3.62204 8.14196 13.20245 0.0 -0.1 -0.1 0.121
H -2.77644 7.58530 11.05158 0.1 -0.5 -0.6 0.135
H -3.79513 6.27935 11.73396 -0.3 0.2 -0.4 0.110
H 0.32649 5.54270 10.99613 0.1 0.1 0.2 0.090
H -0.14724 7.04972 11.86880 0.0 -0.3 0.3 0.087
H -0.43539 6.91143 10.20449 -0.8 -0.3 -0.3 0.105
H -2.45229 5.37367 9.44976 0.3 0.2 -0.2 0.093
H -3.48412 4.40751 10.35230 0.0 0.2 1.2 0.063
H -1.82098 3.87767 10.09639 0.1 0.1 0.2 0.076
H -3.47008 4.34609 15.71949 0.6 0.3 0.2 0.096
H -2.08080 3.23930 15.30295 -0.2 0.1 0.3 0.084
H -3.55198 3.34633 14.35485 0.3 0.2 -0.6 0.058
C -8.29050 2.14112 8.46555 0.0 1.5 -1.3 0.017
C -8.49166 3.59885 7.83215 0.5 -0.9 0.1 -0.320
C -9.76179 4.27197 8.48548 1.8 0.4 0.1 -0.082
C -9.76145 5.78379 8.47983 -0.1 1.5 -0.6 -0.174
C -8.44706 6.44393 8.91867 -2.1 -1.1 1.8 -0.150
C -7.14828 5.92040 8.35305 -0.7 0.8 1.1 -0.408
N -7.24400 4.38667 8.27774 7.7 -2.1 -2.1 0.172
O -5.98273 3.79123 8.22256 -8.4 3.4 0.6 0.122
C -6.09589 6.39560 9.35620 1.1 -0.1 0.0 -0.012
C -6.95869 6.53787 6.97180 1.1 -0.4 -1.0 0.034
C -8.51652 3.69020 6.22297 -0.4 0.2 0.9 0.041
H -8.16719 2.21202 9.54623 -0.1 0.0 -0.1 0.069
H -7.38722 1.71241 8.03153 -0.1 -0.2 0.0 0.063
H -9.17421 1.57165 8.17768 0.0 -0.1 0.1 0.084
H -9.57059 3.97180 9.51574 -1.0 -0.1 0.3 0.120
H -10.70820 3.96430 8.04079 0.3 -0.9 0.1 0.124
H -10.49288 6.15930 9.19545 -0.2 -0.4 0.5 0.103
H -10.17358 6.24625 7.58295 0.4 -0.4 -0.8 0.100
H -8.50276 6.26003 9.99160 0.7 -0.5 0.3 0.085
H -8.57231 7.52388 8.99690 0.6 0.2 -1.0 0.108
H -5.04982 6.23666 9.09435 -0.1 -0.5 -0.3 0.087
H -6.27803 6.01064 10.35956 -0.1 -0.1 -0.1 0.068
H -6.11533 7.48364 9.41864 -0.5 0.0 -0.1 0.086
H -6.83927 7.61066 7.12339 -0.2 0.0 0.2 0.093
H -7.71629 6.36424 6.20760 -0.2 -0.1 0.4 0.072
H -6.01033 6.21011 6.54601 0.1 -0.1 -0.1 0.091
H -9.01470 4.63557 6.00809 0.1 -0.1 -0.3 0.055
H -9.13679 2.88651 5.82616 -0.3 -0.1 0.5 0.093
H -7.60064 3.62599 5.63548 0.4 0.2 0.7 0.068
C -12.87803 5.70863 5.70979 2.7 -2.1 1.5 -0.123
C -13.74080 6.78824 5.33018 -0.5 3.2 -1.1 -0.236
C -13.00703 8.17005 5.56940 -1.9 0.7 -0.6 -0.053
N -13.64520 9.43157 4.82317 0.0 -1.1 -0.7 -0.213
C -12.91189 10.68654 5.31928 -0.5 -0.9 -1.2 0.024
C -15.15701 9.56211 5.03887 0.9 -0.3 2.1 -0.127
C -15.88571 8.99969 3.88276 0.0 -0.7 -0.6 -0.173
C -14.99501 9.39190 2.72586 0.9 -0.5 -0.1 -0.131
C -13.54498 9.20843 3.27010 0.1 1.5 0.0 -0.050
H -13.16586 4.72577 5.33663 -0.2 0.1 0.3 0.092
H -12.69238 5.66220 6.78286 -0.6 -0.3 0.3 0.085
H -11.84934 5.85642 5.38112 -0.1 0.1 -0.7 0.065
H -14.66834 6.82459 5.90155 -0.2 -0.2 -0.2 0.113
H -13.94315 6.63548 4.27008 -0.3 0.4 -0.1 0.115
H -11.96205 8.22186 5.26373 0.0 -0.4 0.2 0.117
H -13.18921 8.47399 6.60019 0.6 -0.2 0.2 0.115
H -13.00549 10.87877 6.38810 -0.2 -0.6 0.0 0.095
H -13.40910 11.50678 4.80153 0.5 0.1 -0.2 0.103
H -11.86956 10.53157 5.04066 0.0 0.4 0.0 0.105
H -15.35833 10.61600 5.23094 -0.1 -0.1 0.0 0.132
H -15.31498 8.93623 5.91718 -0.4 0.6 0.4 0.122
H -16.91586 9.34569 3.79801 0.1 0.1 0.1 0.130
H -15.90157 7.91565 3.99541 -0.1 0.0 -0.2 0.112
H -15.16886 10.43760 2.47211 0.1 0.0 -0.1 0.118
H -15.15303 8.77149 1.84368 0.0 0.2 0.0 0.124
H -12.89962 9.98694 2.86324 0.1 0.1 0.2 0.118
H -12.99760 8.30042 3.01710 -0.5 -0.3 0.4 0.121
C -11.47019 -3.04309 2.08556 1.1 -0.4 0.1 -0.066
C -10.16442 -2.54138 2.82655 -1.1 -0.3 -1.2 -0.206
C -9.35200 -3.65626 3.44627 -0.1 -0.1 1.9 -0.098
N -8.32662 -3.18060 4.52668 -0.5 0.9 -0.3 -0.228
C -7.38502 -4.34352 4.81205 -0.3 0.4 0.0 0.014
C -7.64169 -1.86349 4.14506 1.3 -0.7 -2.1 -0.089
C -8.00435 -0.77431 5.10709 -0.5 1.2 0.6 -0.159
C -8.36323 -1.47020 6.37914 0.1 -0.1 -0.3 -0.142
C -9.00922 -2.73545 5.80532 -0.4 -1.1 2.2 -0.094
H -12.15371 -2.21987 1.87766 0.1 -0.1 0.2 0.080
H -11.99226 -3.86481 2.57578 -0.1 0.3 0.4 0.071
H -11.17099 -3.47301 1.12967 0.0 0.1 -0.2 0.070
H -10.46727 -1.79477 3.56067 0.2 0.0 0.1 0.112
H -9.60377 -2.06221 2.02393 0.2 0.3 0.3 0.108
H -8.82899 -4.35636 2.79481 0.0 0.4 -0.3 0.135
H -9.98082 -4.25667 4.10367 -0.4 -0.3 -0.4 0.129
H -7.99940 -5.17455 5.15851 0.0 0.2 0.2 0.108
H -6.63997 -4.05979 5.55535 -0.3 0.1 0.1 0.111
H -6.84319 -4.71996 3.94441 -0.2 0.6 -0.4 0.104
H -6.64713 -2.27576 3.97482 0.7 1.2 0.5 0.126
H -7.95444 -1.49684 3.16738 -0.1 -0.7 -0.1 0.119
H -7.32117 0.05305 5.29905 0.5 -0.3 -0.5 0.129
H -8.90699 -0.27713 4.75192 -0.1 0.0 -0.3 0.117
H -7.44197 -1.58078 6.95111 0.0 -0.9 0.1 0.119
H -9.03601 -0.90708 7.02595 -0.3 -0.1 -0.3 0.111
H -8.88951 -3.50670 6.56620 -0.2 -0.5 -0.3 0.132
H -10.08106 -2.62346 5.64185 0.1 0.3 -0.2 0.141
N -3.33713 10.58112 6.96470 -3.7 -5.0 0.3 -0.278
S -3.02259 8.99841 7.35867 -2.1 -1.6 0.2 0.518
O -2.45338 8.71253 8.64076 0.8 0.9 0.2 -0.300
O -2.70779 8.07909 6.32508 0.4 0.8 -0.7 -0.249
F -4.52623 8.60704 7.66589 -1.1 0.3 -0.1 -0.207
S -2.04670 11.21734 7.24484 8.7 5.6 0.1 0.425
O -0.93653 10.73306 6.40425 -1.3 -0.3 1.9 -0.325
O -1.72795 11.63109 8.61780 -0.9 -0.9 -2.0 -0.319
F -2.26766 12.61738 6.48449 -0.8 0.0 0.5 -0.214
N -13.60093 0.30268 6.87624 -0.2 -1.8 3.4 -0.268
S -13.06798 0.23674 8.48525 -0.3 -1.0 -1.2 0.533
O -12.90819 1.57280 8.94527 -0.5 -0.3 1.3 -0.274
O -11.98523 -0.68864 8.73549 -1.8 0.4 0.2 -0.290
F -14.42025 -0.38876 8.96354 0.4 0.0 0.8 -0.160
S -12.39673 1.02297 6.34222 3.6 1.3 -5.6 0.405
O -11.09840 0.34481 6.36102 -0.8 0.5 0.4 -0.346
O -12.37255 2.43303 6.52629 0.3 0.8 0.0 -0.302
F -12.73438 0.88430 4.75347 -0.2 0.0 0.5 -0.228
N -8.54371 7.67861 1.93411 -2.0 -3.2 2.9 -0.234
S -9.36183 6.56392 3.00077 1.2 -4.3 -1.9 0.664
O -10.71514 6.83744 3.48179 1.5 0.4 -0.8 -0.334
O -8.50377 5.78332 3.90749 -1.5 2.0 -1.7 -0.300
F -9.61461 5.47966 1.72980 0.1 1.3 1.8 -0.249
S -8.98451 8.92476 2.74141 3.7 5.5 0.8 0.409
O -8.64878 9.01419 4.15389 -1.8 -1.3 -0.2 -0.326
O -10.14196 9.56894 2.21990 -1.0 0.2 0.4 -0.300
F -7.76092 9.90415 2.29648 -0.8 -0.4 -1.0 -0.216
N -3.24426 2.68821 5.39691 -2.6 -1.7 -3.2 -0.321
S -4.20736 2.80186 4.02000 -1.9 -1.7 -2.7 0.601
O -3.77191 3.38649 2.75412 0.4 -1.1 3.0 -0.230
O -5.57785 3.04049 4.35326 0.6 -0.3 0.5 -0.271
F -4.13687 1.18747 3.77062 0.0 0.5 0.0 -0.232
S -2.84491 4.14563 5.47456 5.0 8.4 2.9 0.446
O -3.81513 5.21899 5.69566 0.5 -2.8 -0.9 -0.257
O -1.64797 4.50334 4.74673 -1.6 -0.8 -0.5 -0.258
F -2.15301 4.03011 6.92411 -0.5 -0.7 1.0 -0.219
N -8.47207 8.98502 11.36010 -5.0 -2.8 0.4 -0.300
S -7.20732 9.34581 12.01655 14.1 4.3 2.5 0.473
O -6.09603 8.35380 12.05167 -3.3 0.7 0.2 -0.306
O -7.11234 10.31850 13.11767 -1.8 -1.7 -2.0 -0.273
F -6.57335 10.20845 10.78422 -1.3 0.2 -0.1 -0.214
S -9.07961 8.05327 12.59674 -5.3 -3.6 -0.1 0.595
O -8.34396 7.87217 13.79152 0.6 0.1 -0.6 -0.219
O -9.82022 6.89896 12.04367 1.6 3.0 0.6 -0.273
F -10.23489 9.08244 13.10421 0.4 -0.4 -0.8 -0.198
N -5.10772 3.65766 12.24087 -2.9 4.5 1.0 -0.261
S -5.37381 2.19929 12.14055 1.9 -9.1 0.1 0.407
O -6.22424 1.74764 11.05038 0.7 0.6 0.9 -0.298
O -5.41577 1.44016 13.39111 -0.3 1.3 -1.9 -0.289
F -3.85896 1.79600 11.64509 -0.4 0.3 -0.4 -0.241
S -6.70050 4.05511 12.69250 -4.4 3.2 2.4 0.618
O -7.26888 3.49868 13.94526 1.9 0.2 -3.2 -0.272
O -7.70097 4.27399 11.61241 3.0 -0.7 1.6 -0.305
F -6.37803 5.52452 13.22743 0.5 -0.3 -0.9 -0.194
```
Positions in Å, forces in eV/Å.

Computed properties:
LUMO = -3.846 eV
Spin multiplicity = 1
HOMO = -0.292 Eh


DFT (ωB97M-V with the def2-TZVPD basis set) results for a structure of composition C4H5NO2.

```
12
Properties=species:S:1:pos:R:3:forces:R:3:nbo_charge:R:1
N 0.55997 -1.10559 -1.14968 -0.1 0.1 -0.1 -0.805
C 0.06927 -0.10782 -0.27645 0.0 0.0 -0.1 -0.028
C 0.88659 0.32300 0.93252 0.1 0.1 0.1 -0.414
C -0.51045 -0.07682 1.14567 0.0 -0.3 0.2 0.078
O -1.39012 1.01429 0.80130 -0.1 0.0 -0.1 -0.499
C -1.06800 0.83609 -0.53502 -0.2 0.1 -0.5 0.766
O -1.70004 1.17260 -1.48869 0.4 0.0 0.5 -0.542
H 1.38585 -0.75584 -1.62735 -0.1 -0.2 0.1 0.372
H -0.12582 -1.34852 -1.85800 0.0 0.0 0.1 0.380
H 1.60418 -0.45265 1.19628 0.0 0.2 -0.1 0.237
H 1.21543 1.34808 1.07744 -0.1 -0.1 0.0 0.230
H -0.92686 -0.84682 1.78197 0.2 0.0 -0.1 0.224
```
Positions in Å, forces in eV/Å.

Computed properties:
LUMO = 0.908 eV
Spin multiplicity = 1
HOMO = -0.353 Eh